{
  "formula": "C5H25NO9",
  "method": "ωB97M-V with the def2-TZVPD basis set",
  "smiles": "CCN(C)CC(=O)O.O.O.O.O.O.O.O",
  "energy_ev": -25505.9462,
  "de_lowest_kj_mol": 361.79,
  "homo_energy_ha": -0.347,
  "multiplicity": 1,
  "symbols": ["C", "C", "N", "C", "C", "C", "O", "O", "H", "H", "H", "H", "H", "H", "H", "H", "H", "H", "H", "O", "H", "H", "O", "H", "H", "O", "H", "H", "O", "H", "H", "O", "H", "H", "O", "H", "H", "O", "H", "H"],
  "xyz": [[-0.217, 1.260, 3.329], [-1.016, 2.107, 2.359], [-1.181, 1.458, 1.020], [-1.786, 2.294, -0.030], [0.199, 1.036, 0.533], [-0.229, -0.153, -0.444], [-0.454, -0.078, -1.641], [-0.485, -1.384, 0.058], [0.782, 1.662, 3.375], [-0.095, 0.288, 2.919], [-0.819, 1.143, 4.222], [-0.465, 3.077, 2.195], [-1.979, 2.502, 2.733], [-2.891, 1.926, -0.061], [-1.342, 1.947, -1.016], [-1.529, 3.424, -0.092], [0.837, 0.614, 1.259], [0.961, 1.725, 0.053], [-1.188, -1.928, -0.504], [-2.967, -0.798, 1.794], [-2.379, -1.180, 1.213], [-2.418, -0.025, 2.086], [0.325, 0.951, -3.773], [-0.413, 0.257, -3.762], [0.230, 1.599, -3.116], [1.734, -2.914, -0.362], [0.906, -2.596, -0.764], [2.340, -2.225, -0.365], [-2.533, -2.665, -0.510], [-3.026, -2.461, 0.308], [-2.856, -2.113, -1.239], [3.038, -0.311, 1.726], [3.408, 0.482, 2.028], [2.594, -0.162, 0.889], [2.686, 0.930, -0.611], [3.622, 0.951, -0.666], [2.392, 0.205, -1.197], [1.945, -0.840, -2.428], [2.468, -1.145, -3.173], [1.126, -0.564, -2.963]],
  "forces_ev_per_angstrom": [[-1.0, 0.2, -0.4], [0.2, 2.1, -1.4], [2.6, 0.8, 0.3], [-0.8, -0.7, -1.6], [-1.3, -1.2, -1.9], [-0.5, -1.3, -0.7], [-0.2, 1.5, 0.6], [-0.2, 0.9, 1.1], [0.2, 0.1, 0.9], [0.0, -1.1, -0.2], [0.7, 0.2, 0.6], [-0.2, -0.6, 0.1], [0.1, -0.8, -0.2], [1.6, 1.7, 0.0], [-0.8, 0.2, 1.1], [-0.8, -1.6, 0.9], [0.0, -0.7, 1.3], [-1.9, 0.0, 0.0], [1.4, 1.1, 1.2], [-1.4, 2.1, 2.4], [2.4, -1.2, -1.9], [-0.9, -0.8, -0.5], [-0.6, -2.8, -3.1], [1.3, 2.3, 0.5], [-0.8, 0.7, 1.6], [-1.9, -2.5, -0.1], [0.9, 0.0, 0.4], [1.5, 2.0, -0.2], [-0.3, -0.2, -0.4], [-0.1, -0.1, -0.7], [-0.5, -0.2, 0.4], [-0.7, -2.6, 0.4], [0.7, 1.8, 0.3], [0.3, 0.6, -0.1], [-1.1, 0.1, 0.1], [1.4, 0.0, -0.2], [0.2, 0.2, -0.6], [-1.5, -0.2, -1.9], [0.8, -0.2, 0.2], [1.4, 0.2, 1.6]],
  "mulliken_charge": [-1.174, -0.599, 0.502, -0.941, -0.479, 0.964, -0.725, -0.754, 0.360, 0.361, 0.306, 0.401, 0.460, 0.302, 0.144, 0.295, 0.134, 0.094, 0.444, -0.741, 0.394, 0.262, -0.705, 0.387, 0.318, -0.635, 0.406, 0.247, -0.675, 0.337, 0.382, -0.654, 0.294, 0.313, -0.677, 0.329, 0.361, -0.555, 0.249, 0.269]
}


{
  "formula": "C10H6NO5SSr",
  "method": "ωB97M-V with the def2-TZVPD basis set",
  "total_charge": 1,
  "energy_ev": -33856.9150,
  "homo_energy_ha": -0.391,
  "multiplicity": 1,
  "symbols": ["O", "C", "Sr", "O", "C", "C", "O", "C", "O", "C", "O", "H", "S", "C", "N", "C", "C", "C", "C", "H", "H", "H", "H", "H"],
  "xyz": [[-0.824, -1.371, -7.023], [-0.310, -1.430, -6.011], [0.248, -0.187, -1.777], [1.437, -2.953, -3.783], [1.475, -2.025, -3.127], [2.405, -0.628, 0.111], [2.934, -0.973, 1.037], [0.570, 2.302, -0.978], [0.157, 3.329, -0.671], [2.719, 0.915, -2.844], [3.507, 1.397, -3.517], [-0.104, 0.754, -3.671], [-1.546, -1.173, -0.033], [-1.232, -0.398, 1.447], [-0.247, 0.509, 1.796], [-0.175, 1.017, 3.075], [-1.089, 0.612, 4.020], [-2.095, -0.313, 3.679], [-2.156, -0.806, 2.400], [0.442, 0.844, 1.120], [0.633, 1.727, 3.259], [-1.025, 1.016, 5.030], [-2.825, -0.642, 4.407], [-2.901, -1.522, 2.054]],
  "forces_ev_per_angstrom": [[0.7, 0.0, 1.5], [-0.8, 0.0, -1.5], [0.5, 0.3, -1.0], [0.3, 2.1, 1.4], [0.1, -3.0, -2.1], [0.1, -0.2, 0.5], [0.0, 0.1, -0.4], [-1.5, 4.0, 1.2], [1.5, -3.1, -1.0], [1.9, 1.2, -1.7], [-1.9, -1.2, 1.6], [0.1, 0.2, 0.0], [0.1, 0.0, -0.1], [0.3, 0.0, -0.6], [-0.8, -0.5, 0.3], [-0.4, -0.3, 0.1], [0.7, 0.5, 0.0], [-0.1, -0.2, -0.3], [-0.3, 0.3, 1.5], [-0.5, -0.3, 0.3], [-0.3, -0.3, 0.0], [0.0, -0.1, -0.4], [0.1, 0.1, 0.1], [0.2, 0.3, 0.4]],
  "mulliken_charge": [-0.153, 0.145, 0.812, -0.009, 0.019, 0.180, -0.094, 0.074, -0.104, 0.184, -0.095, -0.176, -0.535, 0.685, 0.252, -0.250, -0.588, -0.155, -0.843, 0.001, 0.428, 0.389, 0.411, 0.421]
}


{
  "formula": "C4H8O3",
  "method": "ωB97M-V with the def2-TZVPD basis set",
  "smiles": "O=CCCC=O.O",
  "energy_ev": -10419.0681,
  "de_lowest_kj_mol": 186.74,
  "homo_energy_ha": -0.372,
  "multiplicity": 1,
  "symbols": ["O", "C", "C", "C", "C", "O", "H", "H", "H", "H", "H", "H", "O", "H", "H"],
  "xyz": [[2.261, -0.839, -0.056], [1.278, -0.533, 0.562], [0.381, 0.615, 0.185], [-0.443, 1.144, 1.353], [-1.923, 0.868, 1.309], [-2.681, 1.387, 2.085], [0.917, -1.139, 1.422], [0.923, 1.309, -0.463], [-0.301, 0.158, -0.542], [-0.349, 2.222, 1.513], [-0.055, 0.712, 2.280], [-2.343, 0.093, 0.639], [0.701, -2.029, -4.265], [1.239, -2.647, -3.746], [1.314, -1.364, -4.597]],
  "forces_ev_per_angstrom": [[0.0, -0.1, 0.2], [0.0, 0.0, -0.4], [-0.4, -0.4, -0.6], [0.4, 0.5, -0.2], [-0.4, -0.3, 0.8], [0.0, 0.2, -0.1], [0.2, 0.0, 0.0], [0.1, 0.3, 0.6], [-0.2, -0.2, 0.0], [0.1, -0.1, -0.2], [-0.2, -0.1, 0.1], [0.4, 0.0, -0.4], [0.1, -0.2, 0.1], [-0.1, 0.3, -0.2], [0.0, -0.1, 0.1]],
  "mulliken_charge": [-0.470, -0.062, -0.319, -0.440, -0.067, -0.454, 0.322, 0.306, 0.258, 0.285, 0.312, 0.331, -0.644, 0.323, 0.320]
}


{
  "formula": "C40H42BCrN8O2",
  "method": "ωB97M-V with the def2-TZVPD basis set",
  "energy_ev": -87276.9789,
  "homo_energy_ha": [-0.242, -0.225],
  "multiplicity": 4,
  "symbols": ["Cr", "C", "N", "C", "C", "N", "N", "C", "N", "N", "H", "H", "H", "H", "H", "H", "H", "H", "H", "H", "H", "C", "C", "C", "C", "C", "C", "C", "C", "C", "C", "N", "C", "C", "C", "C", "C", "N", "H", "H", "H", "H", "H", "H", "H", "H", "H", "H", "H", "H", "H", "H", "H", "H", "H", "C", "C", "C", "C", "C", "C", "C", "C", "C", "C", "C", "C", "C", "C", "C", "N", "H", "H", "H", "H", "H", "H", "H", "H", "H", "H", "O", "B", "O", "C", "C", "C", "C", "C", "C", "H", "H", "H", "H"],
  "xyz": [[-0.156, -1.270, -0.637], [1.595, -5.085, 3.182], [1.127, -3.826, 2.698], [1.133, -2.764, 3.698], [1.175, -3.427, 1.373], [1.083, -2.201, 1.008], [1.265, -4.493, 0.439], [0.752, -4.437, -0.848], [0.768, -5.627, -1.510], [0.230, -3.367, -1.328], [2.701, -5.234, 3.195], [1.315, -5.965, 2.588], [1.199, -5.285, 4.168], [1.962, -2.083, 3.602], [1.025, -3.163, 4.738], [0.228, -2.133, 3.671], [0.953, -1.423, 1.654], [1.357, -5.445, 0.795], [1.193, -6.459, -1.202], [0.796, -5.460, -2.508], [-0.126, -3.523, -2.245], [-3.030, 2.196, 3.631], [-1.810, 2.868, 3.101], [-2.047, 3.489, 1.771], [-2.185, 4.832, 1.546], [-2.303, 5.414, 0.287], [-2.161, 4.676, -0.894], [-1.919, 3.317, -0.764], [-1.718, 2.535, -1.987], [-0.404, 2.949, -2.747], [-1.894, 2.760, 0.541], [-1.650, 1.283, 0.540], [-2.724, 0.621, 0.765], [-2.799, -0.800, 0.863], [-3.816, -1.429, 1.588], [-3.454, -2.735, 1.762], [-2.223, -2.849, 1.173], [-1.815, -1.712, 0.603], [-2.812, 1.855, 4.637], [-3.365, 1.333, 3.095], [-3.852, 2.971, 3.718], [-0.983, 2.162, 2.992], [-1.529, 3.680, 3.873], [-2.223, 5.545, 2.351], [-2.459, 6.498, 0.296], [-2.233, 5.250, -1.842], [-2.526, 2.569, -2.691], [-1.543, 1.502, -1.667], [-0.502, 3.956, -3.171], [-0.179, 2.260, -3.553], [0.409, 3.012, -2.129], [-3.704, 1.133, 0.816], [-4.704, -1.016, 2.001], [-3.986, -3.587, 2.141], [-1.667, -3.698, 0.924], [-3.432, -0.967, -3.736], [-2.613, -0.878, -4.884], [-1.240, -0.943, -4.758], [-0.679, -0.989, -3.471], [-1.398, -0.987, -2.285], [-2.802, -1.063, -2.475], [0.787, -0.711, -3.255], [1.554, -0.374, -4.391], [2.884, -0.189, -4.265], [3.439, -0.062, -2.980], [4.782, 0.490, -2.746], [5.242, 0.676, -1.485], [4.444, 0.217, -0.407], [3.175, -0.254, -0.534], [2.610, -0.321, -1.865], [1.291, -0.679, -2.017], [-4.520, -1.128, -3.836], [-3.116, -0.705, -5.789], [-0.638, -0.805, -5.710], [-3.383, -1.355, -1.598], [1.294, -0.228, -5.385], [3.324, 0.119, -5.182], [5.322, 0.834, -3.652], [6.183, 1.150, -1.349], [4.923, 0.297, 0.583], [2.552, -0.489, 0.333], [0.729, 1.634, -0.047], [-0.221, 0.595, 0.474], [0.242, 0.400, 2.012], [1.140, 1.412, 2.250], [1.757, 1.681, 3.442], [2.652, 2.778, 3.431], [2.995, 3.388, 2.263], [2.396, 3.109, 1.015], [1.397, 2.133, 1.019], [1.416, 1.116, 4.327], [3.169, 3.098, 4.273], [3.697, 4.218, 2.388], [2.882, 3.611, 0.194]],
  "forces_ev_per_angstrom": [[-0.6, -1.0, 1.0], [1.2, -1.7, -0.4], [0.1, 0.5, 0.0], [-1.5, 0.3, 1.1], [-0.4, 0.5, 0.7], [-0.2, -0.5, -1.1], [-0.1, 0.1, 0.4], [-0.4, 0.8, 0.9], [-0.5, 0.9, -1.6], [0.6, -0.3, 0.6], [-0.4, 0.7, 0.3], [-0.6, 0.4, -0.1], [0.0, 0.1, 0.2], [0.6, 0.1, 0.1], [0.7, -0.1, -1.0], [0.2, -0.2, -0.7], [0.0, -0.5, 0.7], [0.0, 0.8, 0.0], [0.7, -0.6, 0.5], [-0.1, -0.6, 0.2], [-0.4, -0.1, -0.8], [-1.2, 1.0, 1.3], [0.7, 1.2, 0.7], [1.3, -0.9, -2.6], [-0.6, 1.2, -0.1], [0.2, 0.1, -0.3], [-0.4, 1.6, 1.1], [-0.6, 0.8, 1.1], [2.5, -1.4, -0.5], [-2.6, 0.6, -1.2], [0.6, -0.7, -0.6], [-0.5, 1.9, 1.0], [-0.8, -1.5, -0.6], [-0.2, 0.5, 0.8], [-0.8, 0.5, 0.0], [-0.1, -1.2, 0.3], [0.7, 0.5, -1.4], [0.7, 0.7, -0.1], [-0.1, -0.1, 0.3], [-0.2, -0.4, -0.5], [0.6, -1.0, -0.2], [-0.1, 0.1, 0.3], [-0.1, -1.1, -1.4], [0.0, -0.1, 0.6], [0.1, -0.4, -0.4], [0.1, -0.9, 0.5], [-0.7, 0.0, -0.1], [-0.3, 0.0, -0.5], [-0.2, -0.1, -0.2], [-0.1, -0.2, -0.2], [2.0, -0.2, 1.8], [0.7, -0.1, 0.2], [-0.5, 0.6, 0.0], [-0.3, 0.2, 0.4], [0.7, -1.5, 0.1], [1.0, -0.7, 0.8], [-0.4, 0.0, 1.8], [0.3, 0.7, -1.3], [1.7, 1.1, 0.3], [-1.2, -0.4, -0.3], [-0.3, -0.7, -0.1], [-1.1, 0.1, -1.0], [1.4, -0.7, 1.4], [-0.4, 1.1, 0.8], [1.7, 0.7, 0.8], [-1.4, -0.3, -1.4], [-0.9, -0.7, -0.7], [0.9, 0.3, 1.3], [-0.5, 0.3, -0.9], [0.1, -0.5, 0.7], [0.2, -0.1, -1.1], [0.7, 0.4, 0.1], [-0.2, -0.1, -1.4], [-0.6, -0.4, 1.5], [-0.2, 0.5, -0.2], [-1.7, -0.2, -1.3], [1.3, 0.1, -0.3], [-0.2, -0.3, 0.8], [0.6, 0.2, 0.4], [-0.6, -0.1, -0.4], [0.4, 0.0, -0.5], [-0.1, -0.1, 1.1], [0.7, 0.3, 0.4], [0.0, 0.5, -1.1], [-0.5, -0.2, -1.9], [-0.5, 0.4, 0.2], [-0.7, -1.5, -0.7], [-0.1, 1.0, -0.2], [0.1, -0.6, 1.0], [1.1, 0.0, 0.6], [0.5, 0.4, -0.4], [0.6, 0.3, 1.7], [-0.1, -0.3, -0.5], [-0.7, -0.1, -0.6]],
  "mulliken_charge": [-0.941, -1.202, 0.197, -1.060, 0.053, 0.033, -0.008, 0.359, -0.441, 0.111, 0.344, 0.379, 0.374, 0.396, 0.323, 0.219, -0.170, 0.208, 0.170, 0.249, -0.010, -1.327, 0.590, -0.069, -1.131, -0.895, -0.645, 0.175, 1.070, -1.624, 0.522, 0.630, -0.344, -1.084, -0.687, -1.565, -0.751, 1.111, 0.447, 0.279, 0.343, -0.682, 0.453, 0.460, 0.356, 0.364, 0.783, -1.761, 0.462, 0.367, 0.311, 0.576, 0.625, 0.431, 0.534, -1.033, -0.882, -0.867, 0.916, 0.728, -0.555, 1.138, -1.466, -1.308, 0.822, -0.774, -0.969, -0.658, -0.621, 0.689, 1.266, 0.406, 0.471, 0.173, 0.195, 0.377, 0.397, 0.354, 0.460, 0.369, 0.090, -0.072, 4.213, -0.786, 0.373, -0.615, -0.937, -0.688, -1.620, 0.761, 0.380, 0.510, 0.357, 0.497]
}


{
  "formula": "C6H13NO4",
  "method": "ωB97M-V with the def2-TZVPD basis set",
  "energy_ev": -16106.8277,
  "de_lowest_kj_mol": 576.11,
  "homo_energy_ha": [-0.360, -0.367],
  "multiplicity": 1,
  "symbols": ["N", "O", "O", "C", "C", "C", "C", "C", "C", "O", "O", "H", "H", "H", "H", "H", "H", "H", "H", "H", "H", "H", "H", "H"],
  "xyz": [[0.059, -0.537, 3.424], [0.831, -1.476, 3.554], [-1.103, -0.387, 3.760], [-0.317, 1.983, -0.950], [0.303, 0.604, -1.008], [1.823, 0.700, -1.092], [-0.145, -0.322, 0.320], [-1.697, -0.443, 0.252], [0.435, -1.732, 0.054], [0.219, 0.130, 1.495], [-0.063, -0.064, -2.211], [-0.086, 2.413, 0.020], [0.096, 2.622, -1.734], [-1.404, 1.975, -1.063], [2.173, 1.020, -0.108], [2.288, -0.277, -1.342], [2.116, 1.433, -1.863], [-2.054, -0.937, -0.656], [-2.020, -1.049, 1.092], [-2.174, 0.532, 0.361], [0.144, -2.134, -0.919], [1.522, -1.716, 0.131], [0.073, -2.410, 0.820], [-1.020, 0.072, -2.336]],
  "forces_ev_per_angstrom": [[-1.1, -2.7, 1.9], [-1.7, 2.2, -0.1], [2.6, -0.3, -0.6], [-0.2, 0.1, 0.3], [0.9, 0.0, -0.7], [0.2, -0.3, 0.4], [-1.9, -2.3, -1.7], [0.1, 0.3, 0.0], [0.4, 0.0, -0.1], [1.4, 2.4, -1.0], [-0.8, 0.2, 0.8], [0.0, 0.2, 0.1], [0.0, -0.2, 0.0], [0.1, -0.1, 0.0], [0.3, 0.0, -0.2], [-0.4, 0.6, 0.2], [-0.2, -0.3, 0.4], [0.1, 0.1, 0.0], [0.0, -0.1, 0.1], [0.0, -0.1, 0.0], [0.0, 0.2, 0.1], [0.0, 0.0, 0.0], [-0.1, -0.1, 0.2], [0.4, -0.1, -0.1]],
  "mulliken_charge": [0.729, -0.359, -0.361, -1.597, 1.175, -1.617, 1.738, -1.837, -1.804, -0.630, -0.568, 0.338, 0.449, 0.360, 0.341, 0.325, 0.446, 0.395, 0.470, 0.370, 0.361, 0.378, 0.488, 0.410]
}


{
  "formula": "C3H6NO2",
  "method": "ωB97M-V with the def2-TZVPD basis set",
  "total_charge": 1,
  "smiles": "O[C@@H]1[NH2+]C=CO1",
  "energy_ev": -8784.5110,
  "de_lowest_kj_mol": 141.89,
  "homo_energy_ha": -0.556,
  "multiplicity": 1,
  "symbols": ["O", "C", "N", "C", "C", "O", "H", "H", "H", "H", "H", "H"],
  "xyz": [[-1.884, -0.142, -0.440], [-0.942, -0.176, 0.561], [0.119, 0.934, 0.417], [1.149, 0.230, -0.326], [0.945, -1.070, -0.206], [-0.214, -1.338, 0.494], [-1.416, -0.146, -1.358], [-1.596, -0.173, 1.419], [0.563, 1.354, 1.223], [-0.195, 1.611, -0.362], [1.944, 0.850, -0.795], [1.529, -1.935, -0.630]],
  "forces_ev_per_angstrom": [[1.9, 1.1, -2.5], [-2.1, -0.6, -0.4], [-0.9, 0.8, -3.0], [2.2, 0.0, -0.6], [0.2, -1.1, -0.6], [1.6, -0.7, 0.0], [-1.3, -0.3, 2.0], [0.7, 0.5, 0.9], [-0.6, 0.5, 0.6], [-0.1, -0.4, 2.4], [-0.7, -0.9, 0.4], [-0.8, 1.1, 0.7]],
  "mulliken_charge": [-0.468, 0.036, -0.082, -0.353, -0.142, -0.262, 0.389, 0.346, 0.343, 0.395, 0.416, 0.384]
}